29
Properties=species:S:1:pos:R:3:nbo_charge:R:1 method="wB97M-V/def2-TZVPD" spin_multiplicity=1
H -5.3258 0.7113 0.3498 0.2156
C 0.9128 2.0015 0.7405 -0.6770
C -0.4710 0.3448 -1.6968 -0.6661
C 3.6706 -1.5481 -0.3751 0.0838
H -4.8338 -1.9151 0.8549 0.2118
C -3.1871 0.8527 0.0602 -0.3570
H -3.0031 1.8310 0.2390 0.2197
H -1.0770 -0.5023 -2.1737 0.2356
O -0.2157 -1.5135 -0.0853 -0.7785
C 2.2456 -0.0400 0.2264 -0.0377
H 0.5262 0.5130 -1.9187 0.2027
C 3.6048 0.4033 0.7940 -0.1732
H 3.7602 1.3092 1.3365 0.2229
C -4.1875 -1.1512 0.5060 -0.0944
H 0.4332 2.1966 1.7702 0.2479
C -0.5133 -0.1636 -0.1635 0.3051
H 4.0327 -2.3852 -0.8433 0.1949
C 4.3949 -0.5968 0.4309 -0.2873
H 1.8337 2.5230 0.7625 0.2089
N -2.7939 -1.3687 0.3829 -0.5340
H -0.8827 1.3096 -1.8913 0.2107
H 5.3651 -0.7985 0.7179 0.2134
H 0.3634 2.3832 -0.2537 0.2402
C -2.2527 -0.1569 0.0998 0.1885
C -4.3928 0.1868 0.3057 -0.2747
H 0.6843 -1.5976 -0.3882 0.5084
N 2.4442 -1.1983 -0.4987 -0.4605
H -2.2488 -2.2220 0.3552 0.4441
C 1.1133 0.5917 0.3560 0.1862

29
Properties=species:S:1:pos:R:3:nbo_charge:R:1 method="wB97M-V/def2-TZVPD" smiles=CO[C@@](C)(c1ccccc1)c1ccn[nH]1 spin_multiplicity=1
H 3.7947 -2.6045 -1.1346 0.2086
H -3.8057 0.7425 -0.5258 0.2099
C -3.2966 -1.3761 -0.1386 -0.2195
H 0.4490 2.7624 -2.1222 0.1963
C 3.3959 -1.6620 -0.7145 -0.0635
N 3.9082 -1.0981 0.3615 -0.2610
H -0.0088 1.1625 -2.0208 0.1798
H 1.3877 -1.6646 -1.6532 0.2323
C 0.6004 0.9449 2.0195 -0.6077
H 1.6592 1.6392 -2.2204 0.1674
C 0.5260 0.7097 0.4887 0.2803
H -1.9944 1.8129 -0.1450 0.2227
H -0.0769 -2.0644 0.6776 0.2265
C -2.2202 -2.0754 0.3516 -0.2033
C 0.6590 1.8468 -1.6116 -0.2615
O 0.7272 1.9045 -0.2291 -0.5257
C -3.0820 0.0074 -0.3722 -0.2064
H 3.2003 0.2087 1.6777 0.4138
H -0.0396 0.2153 2.4527 0.2294
C 2.0591 -1.1964 -0.9322 -0.3586
H 1.5976 0.9131 2.3982 0.1998
C -0.9420 -1.4009 0.4946 -0.2028
C 1.7919 -0.3284 0.0561 0.1215
H -2.2482 -3.1377 0.5662 0.2165
C -0.7751 0.0038 0.2583 -0.0818
H 0.0459 1.9136 2.1960 0.2328
H -4.2414 -1.8646 -0.2121 0.2199
N 2.9433 -0.2644 0.7657 -0.3588
C -1.9413 0.6961 -0.0190 -0.2069

31
Properties=species:S:1:pos:R:3:nbo_charge:R:1 method="wB97M-V/def2-TZVPD" smiles="C[C@@H](O)CCc1nc2ccc(C(=O)O)cc2[nH]1" spin_multiplicity=1
C 0.6183 0.2933 0.5289 0.4150
N 0.5896 -0.2535 -0.7256 -0.5382
C -0.6704 -4.9063 -1.9106 0.7799
H 0.6078 4.6609 -1.0251 0.2083
C -0.6538 -3.9751 0.4186 -0.1729
H 0.1272 -2.4741 -2.5435 0.2384
H 0.4085 4.1138 1.9752 0.1521
H 1.7606 2.0153 0.0637 0.2140
C 0.1827 -1.5564 -0.5831 0.0678
C -0.0217 -1.7232 0.8113 0.1911
C 0.9652 4.7582 -0.0034 -0.6253
C -0.4473 -3.8016 -0.9601 -0.1989
H -0.9827 -4.9406 0.7685 0.2311
O -1.0786 -6.0482 -1.3303 -0.6870
H -1.2043 -6.7274 -2.0108 0.5006
N 0.2608 -0.5486 1.4547 -0.4938
H -1.8567 4.4036 1.4892 0.4684
C -0.0051 4.0742 0.9529 0.1073
H -0.6127 2.5613 -0.4510 0.2031
H 1.9588 4.3292 0.0801 0.2064
H 1.0161 5.8155 0.2404 0.2265
H -1.0561 2.2149 1.2235 0.2104
C 0.9761 1.7161 0.7605 -0.4533
H 0.8259 0.2079 -1.5879 0.4200
C -0.4461 -2.9502 1.3132 -0.2398
H 1.3475 1.8150 1.7807 0.2397
H -0.6035 -3.0810 2.3713 0.2256
O -0.5108 -4.8275 -3.1057 -0.6046
C -0.0239 -2.5821 -1.4806 -0.1699
C -0.2607 2.6056 0.5824 -0.4041
O -1.2105 4.8109 0.9025 -0.7179

32
Properties=species:S:1:pos:R:3:nbo_charge:R:1 method="wB97M-V/def2-TZVPD" smiles="CCOC(=O)Cc1c(C)c2c(C)[nH]nc2oc1=O" spin_multiplicity=1
N -0.5031 -3.5707 1.3199 -0.3356
H 2.4305 5.6161 1.6637 0.1912
O 1.8498 -1.2389 2.0011 -0.4249
H -2.6574 -3.3791 -0.5666 0.2308
H 2.1583 3.9342 3.5262 0.2177
C -0.5064 0.0185 -1.5486 -0.6601
H -0.3949 1.0760 -1.8222 0.2386
O 2.8137 0.7431 1.8577 -0.5795
C 1.3188 2.9055 0.3014 0.8090
H 1.4801 1.8110 -1.4880 0.2372
C 1.3378 0.3449 0.1731 -0.1124
H -1.3244 -4.1388 -1.3901 0.2321
C -1.6645 -3.2008 -0.9354 -0.6538
N 0.4141 -3.0547 2.1711 -0.2686
C 1.6412 4.8734 1.5708 -0.0699
H -1.5597 -0.1319 -1.3692 0.2268
H 0.7636 5.2853 1.0762 0.1949
C 1.7927 1.6843 -0.4702 -0.5179
O 2.2094 3.8646 0.7072 -0.4965
H 0.5098 3.5929 3.0692 0.2282
H -0.9358 -4.4924 1.4890 0.4108
C 2.0470 -0.0762 1.4082 0.7413
H -1.6752 -2.4277 -1.7335 0.2424
H 2.8925 1.7402 -0.5026 0.2487
C 0.7721 -1.9548 1.5615 0.4382
C -0.7698 -2.8095 0.1884 0.1876
H -0.1955 -0.5423 -2.4532 0.2250
O 0.0833 2.9642 0.4904 -0.6286
C 0.2956 -0.4079 -0.3379 0.1079
H 0.9816 5.2388 3.5937 0.2118
C 0.0425 -1.7011 0.3606 -0.2336
C 1.2859 4.3675 3.0218 -0.6388

29
Properties=species:S:1:pos:R:3:nbo_charge:R:1 method="wB97M-V/def2-TZVPD" charge=+1 smiles=c1ccc([C@H]2Nn3cccc3C[NH2+]2)cc1 spin_multiplicity=1
C 0.1187 -1.6576 3.3852 -0.1641
C -0.4074 -0.0053 0.0206 0.0956
N 0.8739 1.6130 -1.3028 -0.1736
H -2.6435 -0.1952 1.1753 0.2171
H -1.1783 -2.0497 4.9726 0.2492
C -0.6120 -0.5138 1.4073 -0.0940
C -1.8933 -0.6711 1.8907 -0.1766
C 0.3877 -1.1203 2.1139 -0.2494
C -2.1507 -1.2539 3.1029 -0.1959
N 0.6085 1.0425 -0.0078 -0.4218
C 1.5130 2.7809 -1.5404 -0.0389
H -3.1711 -1.1504 3.4741 0.2392
C -1.1494 -1.7608 3.9036 -0.1746
H 0.8236 -1.4780 -0.7911 0.4359
H 1.3499 -1.4756 1.9183 0.2289
H 0.8328 1.4531 -4.5455 0.2351
H 1.8008 3.4993 -0.8286 0.2419
C 1.6886 2.8332 -2.9250 -0.2758
N -0.0954 -1.0816 -0.9994 -0.5010
H 0.3371 -1.2544 -3.0406 0.2513
C 0.6232 0.8470 -2.4573 0.0108
H -0.7946 -1.7932 -0.8518 0.4478
C -0.1075 -0.4734 -2.3491 -0.2539
H 2.1414 3.5456 -3.5363 0.2424
H -1.3384 0.3642 -0.3504 0.2160
C 1.1066 1.6168 -3.4219 -0.2294
H -1.0776 -0.3494 -2.7548 0.2451
H 1.4739 0.7351 0.4510 0.3769
H 0.9396 -2.0469 3.8871 0.2157

36
Properties=species:S:1:pos:R:3:nbo_charge:R:1 method="wB97M-V/def2-TZVPD" smiles="COC(=O)NC(=S)Nc1ccccc1NC(=S)NC(=O)OC" spin_multiplicity=1
C -1.8082 -1.5512 0.0029 0.1332
O -1.9366 3.9456 0.0616 -0.5048
S -4.6449 0.1210 -0.3751 -0.2020
H -3.7006 2.5121 -0.1614 0.4409
H 0.0849 4.2551 0.3677 0.2147
C 1.0137 -0.3245 0.8866 0.2807
N -2.8528 1.9574 -0.1806 -0.6397
H 0.7437 -3.7821 0.0600 0.2160
H 2.4948 0.9759 1.3920 0.4413
C 5.4358 0.3751 -0.8316 -0.2592
H -1.1062 0.3616 -0.0774 0.4549
C 3.2357 -0.0948 -0.1771 0.9023
O -0.5683 2.1602 -0.1894 -0.6423
C -0.8303 4.8272 0.2107 -0.2636
C -1.3333 -4.3064 0.1405 -0.2212
H -3.4636 -4.4921 0.2372 0.2167
O 3.1327 -0.9552 -1.0210 -0.6466
N -1.9736 -0.1768 -0.1180 -0.5931
H 6.3124 0.7840 -0.3361 0.2007
H 5.5458 -0.6993 -0.9880 0.2053
H -1.1476 -5.3681 0.1850 0.2162
C -0.2742 -3.4213 0.0684 -0.2190
H -3.8751 -2.0881 0.0986 0.2539
H -0.7379 5.4376 -0.6884 0.1898
S 0.1348 0.1093 2.2075 -0.1972
H 1.3714 -1.4827 -0.7059 0.4455
C -1.6737 2.6447 -0.1053 0.9064
H -1.0350 5.4616 1.0719 0.1962
H 5.2834 0.8626 -1.7963 0.1916
C -3.0741 0.5818 -0.2098 0.2910
N 0.6351 -1.2038 -0.0548 -0.6317
O 4.3341 0.6398 0.0298 -0.5012
N 2.2643 0.2565 0.7183 -0.6399
C -2.6270 -3.8146 0.1661 -0.1922
C -2.8639 -2.4558 0.0919 -0.2248
C -0.4954 -2.0523 0.0197 0.1814

Calculated max |F| (eV Å⁻¹), listed in the same order as above: 5.93 4.09 0.85 3.47 5.42 0.88
Calculated gap between HOMO and LUMO (hartree), listed in the same order as above: 0.2835 0.3674 0.3404 0.3374 0.3214 0.3226